C43H101ClN7O11 | ωB97M-V/def2-TZVPD

Positions of all 163 atoms, in Å:
Cl 18.443 10.972 -6.158
O 19.634 10.651 -6.931
O 17.368 11.323 -7.040
O 18.094 9.864 -5.300
O 18.789 12.107 -5.318
C 23.590 10.876 -3.459
C 22.181 11.240 -3.869
C 21.387 12.025 -2.824
O 21.854 13.352 -2.734
C 21.496 13.904 -1.489
N 22.124 11.930 -5.171
H 23.613 10.399 -2.478
H 24.222 11.764 -3.463
H 23.981 10.153 -4.182
H 21.575 10.319 -3.950
H 21.495 11.480 -1.873
H 20.322 11.998 -3.101
H 20.396 13.934 -1.410
H 21.838 14.938 -1.540
H 21.891 13.351 -0.632
H 21.133 11.976 -5.386
H 22.479 11.216 -5.799
C 18.727 16.345 -4.152
C 19.872 15.399 -4.553
C 19.875 15.179 -6.043
O 20.883 14.235 -6.325
C 20.899 13.945 -7.709
N 21.169 15.941 -4.070
H 18.869 17.328 -4.610
H 18.717 16.446 -3.067
H 17.775 15.924 -4.489
H 19.702 14.462 -4.019
H 20.064 16.137 -6.559
H 18.900 14.795 -6.370
H 21.354 14.755 -8.293
H 19.945 13.578 -8.100
H 21.599 13.102 -7.776
H 20.917 16.228 -3.124
H 21.371 16.838 -4.511
C 14.053 7.894 -5.363
C 14.741 7.700 -6.698
C 13.799 7.342 -7.824
O 13.202 6.087 -7.589
C 12.638 5.568 -8.759
N 15.412 8.957 -7.070
H 13.439 7.040 -5.058
H 13.353 8.735 -5.438
H 14.731 8.115 -4.536
H 15.487 6.891 -6.622
H 14.408 7.306 -8.739
H 13.063 8.148 -7.942
H 12.236 4.574 -8.544
H 13.369 5.472 -9.570
H 11.772 6.145 -9.115
H 16.056 8.685 -7.823
H 16.075 9.252 -6.361
C 16.554 10.633 -11.940
C 16.278 9.864 -10.670
C 17.578 9.459 -10.001
O 17.362 8.491 -8.986
C 18.543 7.769 -8.673
N 15.355 10.633 -9.805
H 17.081 9.997 -12.664
H 17.175 11.513 -11.771
H 15.629 10.875 -12.463
H 15.759 8.923 -10.887
H 18.082 10.313 -9.529
H 18.194 9.014 -10.799
H 18.664 6.983 -9.429
H 18.322 7.277 -7.726
H 19.401 8.432 -8.614
H 15.349 10.177 -8.885
H 15.850 11.482 -9.512
C 17.366 12.233 -0.532
C 16.358 12.177 -1.675
C 15.004 11.874 -1.071
C 13.834 12.027 -2.031
C 13.856 13.474 -2.503
C 15.190 13.918 -3.153
N 16.321 13.474 -2.336
O 17.569 13.789 -2.924
C 15.279 13.347 -4.572
C 15.170 15.442 -3.180
C 16.744 11.023 -2.603
H 17.627 11.223 -0.196
H 17.034 12.833 0.312
H 18.340 12.565 -0.905
H 14.991 10.917 -0.542
H 14.811 12.611 -0.279
H 12.918 11.882 -1.450
H 13.760 11.390 -2.914
H 13.607 14.148 -1.681
H 13.145 13.648 -3.316
H 15.045 12.284 -4.627
H 14.687 13.847 -5.345
H 16.292 13.460 -4.972
H 16.167 15.802 -3.472
H 14.483 15.901 -3.885
H 15.095 15.800 -2.150
H 16.002 10.888 -3.388
H 16.785 10.098 -2.021
H 17.719 11.163 -3.077
H 17.738 13.098 -3.589
C 20.657 6.824 -3.962
C 19.511 6.810 -2.955
C 19.541 5.452 -2.246
C 20.593 5.286 -1.149
C 20.365 6.420 -0.147
C 20.448 7.804 -0.783
N 19.610 7.902 -1.965
O 19.895 9.113 -2.639
C 19.873 8.797 0.247
C 21.921 8.196 -0.963
C 18.157 6.932 -3.656
H 20.385 6.309 -4.889
H 21.584 6.385 -3.589
H 20.903 7.829 -4.315
H 18.580 5.155 -1.807
H 19.714 4.666 -2.992
H 21.593 5.344 -1.587
H 20.460 4.320 -0.662
H 21.110 6.314 0.642
H 19.360 6.270 0.264
H 20.360 8.636 1.214
H 20.159 9.814 -0.035
H 18.792 8.709 0.331
H 21.987 9.235 -1.296
H 22.459 8.148 -0.018
H 22.414 7.625 -1.753
H 18.079 6.268 -4.521
H 18.112 7.944 -4.070
H 17.319 6.704 -3.001
H 19.022 9.485 -2.814
C 23.471 10.880 -10.008
C 22.900 9.494 -9.698
C 23.632 8.514 -10.633
C 23.488 7.060 -10.220
C 23.915 6.890 -8.774
C 23.156 7.790 -7.814
N 23.231 9.151 -8.324
O 22.703 10.105 -7.418
C 21.725 7.260 -7.579
C 23.804 7.769 -6.438
C 21.397 9.489 -10.032
H 24.553 10.875 -9.867
H 23.084 11.633 -9.323
H 23.246 11.127 -11.046
H 23.199 8.664 -11.632
H 24.673 8.810 -10.786
H 24.026 6.381 -10.884
H 22.430 6.792 -10.332
H 24.990 7.104 -8.707
H 23.837 5.850 -8.441
H 21.757 6.280 -7.101
H 21.175 7.909 -6.887
H 21.100 7.193 -8.469
H 23.782 6.755 -6.028
H 24.863 8.044 -6.456
H 23.313 8.454 -5.750
H 21.208 9.954 -11.000
H 20.765 9.987 -9.290
H 21.036 8.460 -10.076
H 21.741 10.006 -7.529

Force components x, y, z for each atom (eV/Å):
1.3421 0.8464 0.2438
-0.4029 -0.3960 -0.1338
-0.1724 -0.2199 -0.0095
-0.2927 -0.2625 -0.3041
-0.4279 0.0102 0.0926
0.0192 0.1096 -0.2818
-1.3664 -0.0464 0.0315
0.5405 -0.3701 -0.4567
0.1455 -0.5831 0.7963
-0.6490 0.5249 -0.8994
0.4766 -0.8490 0.6098
-0.0114 0.0703 0.0480
0.0557 -0.0333 0.0482
0.1680 0.1052 0.0247
0.3499 -0.1756 0.2029
-0.0465 0.2037 0.1080
-0.0132 0.1592 0.0322
0.0484 -0.0426 0.1962
0.1955 -0.0481 0.4364
0.2116 0.0412 -0.0013
-0.0411 0.4576 -0.2338
0.1291 0.3632 -0.3369
0.1208 -0.4347 -0.5090
-0.1002 1.0262 0.4468
0.3988 -0.4104 0.4378
-0.7482 0.6146 -0.9581
1.2829 -1.0479 0.6004
-0.6156 0.1864 0.3030
-0.0099 0.0586 0.0123
-0.1903 0.0403 0.0037
0.0922 0.1876 0.1283
0.2255 -0.1631 -0.2677
0.0276 -0.0246 -0.0413
-0.0572 0.0391 0.0187
-0.4544 0.1817 -0.0747
-0.1834 0.3880 0.0299
-0.0806 0.0374 -0.1922
0.5412 -0.1144 0.1242
-0.1559 -0.1579 -0.3436
-0.8775 -0.0507 0.2703
0.6690 0.4030 0.7225
0.4012 0.3675 0.0187
-0.0528 -0.0474 -0.1167
-0.6332 -0.5058 -0.0908
0.1446 -0.7061 -0.5402
0.2073 -0.1260 -0.1564
0.1504 0.0635 -0.0629
0.2376 -0.0114 -0.2011
-0.2217 -0.1300 0.1050
-0.1429 -0.0180 -0.0941
-0.1382 -0.1310 -0.0336
0.2270 0.0053 0.1351
0.0387 0.1201 0.0195
0.2336 0.2705 -0.0088
-0.3238 0.4385 0.2185
-0.2638 0.0490 0.3898
0.1347 -0.6681 -0.8349
-0.6209 0.1370 0.8442
0.1881 -0.0999 -0.1853
0.1506 -0.0050 -0.6044
-1.0003 -0.1894 -0.0160
0.8555 0.0655 0.6695
0.2024 0.0527 0.2090
-0.1902 0.1448 0.0632
-0.0844 0.3970 0.3278
0.0088 0.0633 -0.2459
0.1024 0.0968 -0.2904
0.2785 0.0773 0.2165
0.4133 0.0747 -0.0751
0.3743 0.0861 0.1675
-0.0515 -0.1028 0.1859
-0.5618 -0.2262 -0.2512
-0.1223 0.1388 -0.4895
1.0171 -0.5015 -0.2806
0.2981 -0.6407 0.1133
-0.7789 0.1632 0.2806
-0.4186 0.7364 0.1477
0.2348 0.1566 -0.6934
-0.6045 -0.4699 -0.3938
-0.0242 0.8539 0.8443
-0.3612 -0.3274 0.0615
0.5394 -0.0607 -0.7850
1.7278 0.3194 0.1836
0.0105 -0.1908 -0.1159
-0.5182 -0.0397 0.2122
0.0145 0.1469 -0.0622
-0.2004 0.5005 0.0428
0.2819 -0.1555 -0.2985
0.1060 0.0454 -0.0552
-0.0726 -0.1626 -0.1783
0.4487 -0.4096 0.2497
0.0637 -0.0175 0.0778
-0.3272 -0.0385 0.2908
-0.0581 0.0255 0.0635
-0.4002 0.1335 0.4433
0.0382 -0.1174 0.1718
-0.2737 -0.1899 -0.1043
-0.4438 -0.2079 0.2202
-0.5447 0.1370 -0.1040
0.1010 -0.0803 -0.0993
0.0230 -0.0276 -0.0480
-0.0675 0.0607 0.0009
0.1661 0.1212 -0.1944
0.3063 0.4399 -0.9796
0.2643 -0.8009 0.3814
0.1051 -1.2206 0.2309
-0.3904 0.8620 -0.3790
-0.0670 -0.9230 -0.5224
0.3535 0.5693 1.1203
-0.6879 -0.6304 -0.1713
-0.0954 0.1136 0.1661
0.6820 0.2552 0.0047
-0.0168 0.4521 -0.8635
0.4246 0.5526 -0.6536
-0.0563 -0.2959 0.2630
-0.0855 -0.0706 0.1428
-0.1205 0.0835 0.3226
-0.1224 0.5342 -0.0050
-0.0333 0.2679 -0.2051
0.0682 -0.0935 0.1674
0.1638 -0.0678 -0.0267
-0.1770 0.3897 0.2127
0.0852 0.1039 0.1833
-0.2091 -0.1405 0.0542
-0.3465 0.0480 -0.1344
-0.0372 -0.0353 0.0414
-0.1165 -0.0477 0.0062
0.0449 -0.2960 -0.0020
0.1221 -0.2205 0.2660
0.1736 -0.1459 0.0913
-0.4473 -0.1124 0.0878
0.0387 0.2693 0.2083
0.0425 0.1593 -0.0571
0.1266 0.0164 0.3716
0.2730 0.2209 -0.5099
-0.2296 0.0160 -0.7199
-0.5453 0.0468 0.0448
0.6960 -0.3920 -0.1139
-0.6771 -0.1241 0.4432
1.0147 0.4923 0.1079
-0.4677 -0.7989 -0.7655
-0.4377 0.2173 0.0566
0.7865 -0.1799 0.3403
-0.2073 -0.5007 0.2789
0.0082 -0.0739 -0.0486
-0.2188 0.0523 -0.1848
-0.0172 0.1719 0.0343
-0.1001 -0.1010 0.0763
0.1072 -0.1013 0.5357
0.1667 0.1082 0.0190
0.0501 -0.1122 0.0873
-0.0850 0.2476 0.0525
-0.2722 0.0333 -0.0256
0.0620 -0.0328 -0.1018
0.1523 0.0359 -0.0226
0.2711 -0.1696 -0.1159
-0.2238 0.0318 0.0181
-0.0848 0.1725 -0.2761
-0.1417 -0.1088 -0.0081
0.0443 0.0497 0.0025
0.2181 0.2266 -0.0312
-0.0356 0.0646 -0.2000
-0.1604 0.4232 0.5158

Summary:
Net charge = -1
Gap between HOMO and LUMO = 0.298 hartree
E_HOMO = -5.732 eV
Total energy = -91695.5652 eV
Energy relative to the best compared isomer or geometry (same formula, charge and spin) = 0.0 kcal/mol